Record 1
{
  "formula": "C45H49N6O11",
  "method": "wB97M-V/def2-TZVPD",
  "homo_ev": -1.2,
  "e_tot_ev": -78907.1249,
  "total_charge": -1,
  "orbital_gap_ev": 1.6,
  "lumo_energy_ev": 0.43,
  "symbols": ["H", "O", "H", "H", "H", "C", "C", "H", "C", "C", "H", "N", "O", "C", "H", "C", "H", "H", "C", "N", "H", "H", "C", "C", "C", "C", "H", "H", "C", "C", "O", "N", "H", "C", "O", "C", "O", "N", "H", "H", "C", "H", "H", "C", "H", "C", "C", "C", "C", "H", "H", "O", "H", "H", "H", "C", "C", "H", "O", "C", "C", "H", "H", "H", "H", "C", "H", "C", "C", "C", "H", "H", "C", "C", "H", "O", "C", "H", "H", "C", "H", "H", "C", "C", "H", "H", "C", "N", "O", "H", "C", "H", "C", "H", "H", "N", "C", "O", "C", "H", "C", "H", "C", "H", "C", "C", "O", "H", "C", "H", "H"],
  "positions_angstrom": [[3.212, -1.594, -4.418], [1.124, 2.616, 5.041], [-7.541, -6.913, 0.071], [1.524, 1.989, -0.570], [-6.989, 1.592, -5.745], [0.919, 0.286, -1.717], [-0.898, -2.529, -3.103], [0.103, -2.550, -4.989], [5.224, 8.937, 7.133], [4.592, 9.816, 7.997], [-2.768, -2.198, -0.290], [-7.755, -3.507, -3.016], [-1.486, 2.803, -3.744], [-5.443, 0.488, -4.750], [3.009, 11.243, 8.239], [-4.161, 0.526, -4.223], [-3.905, -5.521, -0.649], [2.208, 11.019, 5.912], [2.402, -1.995, 5.640], [5.411, 7.871, 4.922], [-5.671, 3.679, -5.868], [2.469, 1.785, 3.195], [1.638, -3.391, 3.838], [5.106, -3.149, -3.428], [-7.666, -7.597, -1.959], [-1.741, -4.652, -2.311], [2.507, -4.139, 5.647], [-0.691, -1.041, -4.627], [3.708, 4.831, 4.045], [-2.368, -4.071, -1.231], [-1.680, 0.718, -3.220], [0.635, -2.395, 1.823], [2.176, 0.121, 5.356], [-1.033, -3.908, -3.214], [2.604, 0.366, 0.035], [-5.247, 2.797, -5.406], [6.330, 7.207, 5.357], [2.360, -2.136, -4.359], [1.673, -3.667, -3.001], [5.115, -2.070, -3.628], [-3.966, 2.843, -4.878], [-1.570, -0.884, -1.875], [-0.562, -4.437, -4.041], [2.531, -3.383, -3.617], [3.684, -2.895, -1.804], [-7.738, -4.931, -2.647], [2.019, 1.126, -1.043], [4.729, 4.916, 3.114], [3.788, -3.489, -2.719], [1.162, -0.108, 3.119], [0.166, 0.103, -0.937], [-7.854, -3.231, -4.196], [-7.604, -4.531, -0.538], [2.648, -4.201, -4.361], [-1.834, -5.736, -2.399], [-7.614, -6.625, -0.969], [2.027, -0.862, 4.929], [2.843, -1.893, 6.623], [0.336, -1.373, 1.233], [-3.120, -4.899, -0.209], [2.901, 3.706, 4.061], [-3.392, 3.757, -4.927], [5.362, 5.786, 3.088], [3.548, 5.639, 4.745], [0.505, 0.854, -2.548], [2.211, -3.258, 5.093], [1.231, -1.923, -1.681], [4.932, 3.877, 2.211], [-5.986, 1.622, -5.339], [3.098, 2.662, 3.175], [-3.737, -0.358, -3.765], [-7.803, -7.987, -4.065], [-1.577, -1.966, -2.036], [4.119, 2.751, 2.244], [3.833, -4.538, -2.375], [4.989, 7.803, 3.784], [-2.287, -2.708, -1.123], [-7.630, -8.645, -1.690], [5.280, -3.738, -4.332], [3.054, 10.437, 6.252], [-6.019, -0.427, -4.700], [-2.387, -5.549, 0.291], [-3.442, 1.707, -4.289], [1.522, -1.028, -2.277], [-3.491, -4.228, 0.572], [2.606, -0.914, -2.128], [1.263, -2.255, 3.146], [-2.092, 1.747, -3.705], [1.636, 4.569, 5.783], [1.959, -0.304, 0.297], [1.337, -1.166, -3.799], [6.067, 8.354, 7.476], [-7.800, -5.888, -3.644], [4.944, 9.917, 9.015], [4.275, 1.941, 1.542], [1.805, 3.624, 5.035], [-7.649, -5.283, -1.313], [-7.670, -2.691, -2.121], [-7.762, -7.228, -3.295], [3.330, 9.464, 4.365], [4.757, 8.818, 5.836], [5.725, 3.948, 1.478], [3.683, 9.561, 5.381], [-7.874, -5.602, -4.684], [-0.060, -1.828, -4.181], [3.506, 10.562, 7.559], [0.451, -3.519, 1.403], [2.781, 1.408, -1.774], [1.455, -0.990, 3.672], [5.921, -3.299, -2.706], [1.488, -4.374, 3.415]]
}

***

Record 2
{
  "formula": "C4H14AgBO15",
  "method": "wB97M-V/def2-TZVPD",
  "homo_ev": -9.4,
  "e_tot_ev": -39766.1863,
  "total_charge": 0,
  "orbital_gap_ev": 8.7,
  "lumo_energy_ev": -0.69,
  "symbols": ["H", "H", "O", "O", "H", "O", "H", "C", "O", "H", "O", "O", "H", "H", "H", "O", "C", "H", "O", "O", "O", "B", "C", "O", "O", "O", "H", "H", "C", "O", "H", "H", "Ag", "H", "O"],
  "positions_angstrom": [[3.713, -0.180, 0.308], [-0.649, 3.763, -0.423], [1.745, -2.070, -0.455], [-3.491, -5.747, 0.162], [1.740, 0.624, 2.841], [2.859, 2.892, 0.332], [-0.361, 5.064, 0.279], [-2.854, -4.814, -0.255], [-1.563, 2.359, 1.563], [-1.341, 2.922, 2.313], [-4.223, -4.375, -2.077], [-1.058, 2.196, -1.548], [3.671, 3.214, 0.016], [2.377, 0.395, -1.137], [2.617, -0.524, 1.266], [-0.283, -0.255, 0.678], [-0.384, -1.422, 0.315], [3.216, 2.087, 0.658], [1.203, 1.390, 2.674], [-2.334, -3.220, -1.623], [0.040, -3.261, -0.851], [-1.385, -3.225, -0.460], [0.528, -2.226, -0.452], [0.034, 4.399, -0.223], [2.898, 0.155, 0.675], [-1.831, -4.402, 0.286], [1.566, 0.432, -2.489], [-0.581, 1.671, -2.193], [-3.164, -4.108, -1.421], [-1.539, -1.979, 0.284], [-2.188, 2.891, 1.015], [-1.743, 1.557, -1.375], [0.604, 1.825, 0.283], [0.352, 1.023, 2.696], [1.798, 0.936, -1.652]]
}

***

Record 3
{
  "formula": "C25H37O23S",
  "method": "wB97M-V/def2-TZVPD",
  "homo_ev": -12.6,
  "e_tot_ev": -84446.9586,
  "total_charge": 1,
  "orbital_gap_ev": 10.2,
  "lumo_energy_ev": -2.38,
  "symbols": ["O", "C", "C", "H", "O", "C", "H", "H", "H", "C", "H", "O", "H", "H", "H", "O", "H", "O", "C", "O", "H", "H", "C", "H", "H", "O", "H", "O", "S", "H", "C", "H", "C", "C", "H", "H", "O", "O", "C", "H", "C", "H", "O", "C", "O", "H", "C", "O", "O", "O", "O", "C", "H", "C", "O", "H", "C", "H", "C", "H", "H", "H", "H", "C", "O", "H", "O", "C", "H", "H", "C", "O", "O", "C", "C", "O", "O", "H", "C", "H", "C", "H", "C", "H", "H", "H"],
  "positions_angstrom": [[-1.838, -4.338, -3.227], [-1.267, 0.874, 4.817], [5.584, 5.332, -0.336], [6.174, 2.743, 0.568], [-4.002, -1.257, -3.664], [3.308, -3.877, 4.658], [-1.295, -2.523, -4.045], [-3.412, 1.308, 6.545], [3.037, -3.792, 5.712], [-0.138, -3.121, -2.302], [0.198, 0.389, 2.656], [4.361, -0.732, 2.893], [-4.238, -0.107, 4.750], [-6.187, -4.860, -4.059], [1.948, -2.619, 1.685], [-4.916, -3.223, -4.252], [-4.580, -5.033, -3.321], [5.001, -5.414, 4.535], [-3.254, 5.332, -4.473], [4.874, 4.292, 0.175], [-0.847, 2.731, -4.318], [-2.626, 0.469, -3.234], [4.212, -0.463, 1.722], [-5.787, -4.308, -1.351], [-2.919, -0.261, 7.211], [-2.318, 0.405, 4.119], [-6.942, -3.358, -2.310], [-5.060, -2.530, -2.148], [-0.200, 0.258, 1.365], [0.675, -3.818, -2.084], [-5.905, -3.688, -2.234], [6.386, 5.228, 2.349], [-1.444, 2.289, -3.523], [0.666, -1.217, 0.777], [-4.950, 7.553, -4.371], [7.708, 4.239, 1.699], [-2.924, 4.357, -5.067], [-0.637, 2.236, -2.305], [-3.775, 6.693, -2.747], [-0.158, -3.849, -4.363], [4.803, -3.999, 4.455], [5.386, -3.487, 5.215], [5.229, 6.006, -1.241], [3.836, -6.031, 4.220], [3.710, -7.190, 4.028], [0.260, 1.319, 0.675], [-2.838, 0.401, 6.355], [-3.236, 6.580, -4.973], [-0.278, 1.329, 4.314], [0.731, 0.690, -1.409], [-1.464, 0.768, 6.132], [1.934, -1.539, 1.591], [4.927, 0.393, 0.182], [6.719, 4.639, 1.493], [-3.695, 5.331, -3.193], [-3.440, 8.426, -4.040], [-5.408, -4.347, -3.504], [5.121, -3.654, 3.469], [5.713, 3.581, 1.091], [1.907, -1.104, 2.582], [-1.795, 0.546, -4.791], [2.871, -3.047, 4.108], [3.667, -1.990, 0.355], [-3.204, -0.260, 5.041], [6.750, 5.481, 0.336], [-2.855, 6.941, -2.215], [-3.020, -4.639, -1.336], [-2.107, -4.156, -1.915], [-4.622, 6.825, -2.080], [-2.329, 2.887, -3.371], [-0.099, 1.026, -2.222], [-0.596, 0.189, -3.120], [-1.187, -3.325, -1.351], [-3.912, 7.448, -4.054], [3.198, -1.128, 0.819], [4.971, 0.500, 1.136], [2.824, -5.122, 4.150], [2.931, -0.430, 0.029], [-4.613, -2.243, -3.385], [5.128, 3.201, 1.923], [-0.818, -3.408, -3.622], [-2.980, -1.327, 5.031], [-1.733, 0.821, -3.743], [0.890, -1.092, -0.270], [-0.026, -2.050, 0.853], [0.238, -2.102, -2.250]]
}

***

Record 4
{
  "formula": "CH8NO",
  "method": "wB97M-V/def2-TZVPD",
  "homo_ev": -15.5,
  "e_tot_ev": -4697.2812,
  "total_charge": 1,
  "orbital_gap_ev": 11.6,
  "lumo_energy_ev": -3.95,
  "e_above_lowest_ev": 0.763,
  "symbols": ["H", "H", "H", "H", "H", "H", "O", "N", "H", "C", "H"],
  "positions_angstrom": [[0.691, 0.290, 0.509], [1.697, 1.702, -0.026], [-1.653, 0.887, -0.550], [-1.308, -1.309, 0.819], [2.032, 0.112, -0.404], [2.273, 0.641, 1.077], [-0.623, -0.777, 0.406], [1.612, 0.739, 0.296], [-2.040, -0.683, -1.125], [-1.212, -0.104, -0.707], [-0.455, 0.003, -1.492]]
}

***

Record 5
{
  "formula": "C4H12BrCl4HfN4O24",
  "method": "wB97M-V/def2-TZVPD",
  "homo_ev": -7.6,
  "e_tot_ev": -180847.0470,
  "total_charge": -1,
  "orbital_gap_ev": 8.7,
  "lumo_energy_ev": 1.07,
  "symbols": ["N", "O", "N", "O", "O", "O", "C", "H", "O", "C", "H", "H", "O", "Cl", "Br", "O", "Hf", "O", "O", "H", "O", "H", "Cl", "H", "H", "O", "N", "O", "O", "O", "O", "Cl", "O", "O", "O", "C", "O", "H", "C", "H", "O", "O", "H", "N", "H", "H", "Cl", "O", "O", "O"],
  "positions_angstrom": [[-0.703, -0.516, -3.816], [-1.878, 3.871, -1.855], [0.642, 1.477, 2.510], [-0.590, -0.272, -2.622], [-0.979, -1.555, 1.821], [-2.291, 2.505, 2.742], [-0.378, 0.631, -4.716], [-0.933, 0.376, -5.613], [1.549, -2.330, -2.188], [3.460, -2.664, 1.234], [3.991, -2.949, 2.131], [-4.346, 0.432, 2.715], [-0.972, 1.932, -0.958], [-1.697, -2.529, 2.680], [-3.162, -0.840, -1.020], [1.631, 0.466, -1.229], [-0.527, -0.368, -0.266], [0.504, 1.181, 1.327], [-1.135, -1.538, -4.238], [-4.643, 1.267, 1.161], [-2.143, 0.927, 1.322], [4.140, -2.042, 0.650], [-0.650, 3.316, -1.380], [0.159, 3.310, 3.190], [3.110, -3.454, 0.570], [-0.337, -2.795, -0.903], [-2.783, 1.658, 2.036], [1.997, -1.785, 2.761], [3.845, -0.291, -1.531], [2.593, 0.510, -3.362], [0.379, 0.750, 3.408], [2.891, 0.681, -1.965], [-0.818, -2.923, 3.727], [0.349, 3.269, -2.395], [-0.170, 4.021, -0.228], [-4.219, 1.357, 2.156], [3.323, 2.011, -1.689], [-4.691, 2.175, 2.688], [1.062, 2.867, 2.770], [1.814, 2.845, 3.553], [-2.855, -1.809, 3.159], [0.167, -4.159, -2.792], [-0.811, 1.498, -4.225], [2.264, -1.881, 1.596], [0.696, 0.739, -4.822], [1.393, 3.342, 1.856], [0.737, -3.429, -1.715], [-2.130, -3.659, 1.923], [1.648, -1.341, 0.697], [1.498, -4.289, -0.856]]
}

***

Record 6
{
  "formula": "C5H11IN",
  "method": "wB97M-V/def2-TZVPD",
  "homo_ev": [-12.6, -13.0],
  "e_tot_ev": -14942.8649,
  "total_charge": 1,
  "orbital_gap_ev": [7.3, 8.7],
  "lumo_energy_ev": [-5.29, -4.30],
  "e_above_lowest_ev": 4.416,
  "symbols": ["I", "C", "H", "C", "H", "H", "C", "H", "H", "H", "C", "C", "H", "H", "H", "N", "H", "H"],
  "positions_angstrom": [[4.000, -0.127, -0.040], [2.028, 0.283, -0.327], [-0.614, -0.164, -1.208], [-1.212, -1.623, 0.171], [-0.849, 0.601, 1.627], [1.717, 0.985, -1.063], [-0.672, 2.090, 0.078], [-1.300, 2.193, -0.729], [0.233, 2.593, -0.151], [-0.799, -2.055, 1.150], [-0.434, -0.456, -0.238], [-0.642, 0.709, 0.614], [1.062, -1.347, 0.850], [-1.268, -2.459, -0.612], [-1.245, 2.694, 0.738], [1.118, -0.897, -0.148], [-2.253, -1.287, 0.074], [1.130, -1.733, -0.785]]
}